{"formula": "H5N3Si", "method": "ωB97M-V/def2-TZVPD", "lumo_energy_ev": [-0.829, -0.039], "relative_energy_kcal_mol": 73.0, "homo_energy_ev": [-8.2566, -9.1602], "homo_lumo_gap_ev": [7.43, 9.12], "charge": 0, "energy_ev": -12423.53290, "elements": ["Si", "N", "N", "N", "H", "H", "H", "H", "H"], "positions_angstrom": [[-0.9028, -1.4273, 0.3303], [0.3821, -0.3514, 0.4167], [0.0565, 1.2306, -0.2091], [1.2378, 1.7447, -0.4461], [-2.1903, -0.8602, 0.9882], [-1.0658, -1.3456, -1.0641], [2.0863, 1.1105, -0.2670], [1.1270, 2.6534, -0.8438], [-0.7309, -2.7548, 1.0951]], "forces_ev_per_a": [[-2.853, -0.030, 1.903], [1.858, 7.208, -1.435], [2.223, -5.999, 2.093], [-1.061, -2.671, 1.082], [0.685, -0.430, -0.453], [-0.709, -1.029, -1.654], [-1.447, 1.539, -0.496], [0.913, 0.569, -0.191], [0.389, 0.843, -0.848]]}